Density functional theory data (ωB97M-V/def2-TZVPD) for a structure of composition C40H46BBiClIN8O5S4Se.

Geometry (Å):
Bi  1.16013  -0.13505  0.11163
C  -2.42525  5.69540  1.26148
C  -1.37511  4.60811  0.99795
C  -0.07212  5.22147  0.47893
C  -1.10441  3.90796  2.32243
N  -1.91642  3.71480  -0.06604
C  -2.25996  4.27831  -1.28632
C  -2.73778  3.29650  -2.06196
N  -2.67976  2.12026  -1.34860
B  -3.10919  0.83044  -2.09143
N  -2.14374  0.46193  -3.24503
C  -2.64573  -0.20515  -4.33762
C  -1.62062  -0.53376  -5.13871
N  -0.45878  -0.08074  -4.52950
C  -0.79237  0.54873  -3.36149
S  0.23131  1.45722  -2.35087
C  0.86606  -0.28677  -5.18073
C  0.82931  -1.65349  -5.87675
C  1.05301  0.82906  -6.20922
C  2.04433  -0.29667  -4.20912
N  -3.43208  -0.35763  -1.16233
C  -4.62022  -0.32444  -0.46901
C  -4.71024  -1.44332  0.26182
N  -3.56974  -2.19791  0.00973
C  -2.76107  -1.49970  -0.85816
S  -1.23123  -1.93397  -1.44926
C  -3.39501  -3.49396  0.72222
C  -3.18090  -3.18249  2.20436
C  -4.68110  -4.30926  0.52259
C  -2.23565  -4.34601  0.21564
C  -2.15697  2.36529  -0.12108
S  -1.87249  1.18509  1.07584
H  -2.04595  6.37536  2.02679
H  -3.35400  5.24805  1.62200
H  -2.64698  6.28327  0.37068
H  0.41661  5.77100  1.28734
H  -0.25813  5.92524  -0.33630
H  0.61984  4.45842  0.10853
H  -0.74184  4.67162  3.01620
H  -0.35252  3.13385  2.22108
H  -1.99785  3.44181  2.73377
H  -2.10094  5.31692  -1.50365
H  -3.07987  3.31556  -3.08147
H  -4.16432  1.10761  -2.63907
H  -3.69966  -0.39443  -4.43927
H  -1.61957  -1.05675  -6.07451
H  0.19441  -1.65655  -6.76490
H  0.47748  -2.41752  -5.18385
H  1.83931  -1.91490  -6.19172
H  0.23308  0.83992  -6.93207
H  1.99210  0.68314  -6.74760
H  1.08968  1.79462  -5.70236
H  1.88952  -1.00618  -3.39564
H  2.23652  0.67781  -3.77422
H  2.92388  -0.61154  -4.77730
H  -5.28631  0.51686  -0.54155
H  -5.46934  -1.75432  0.95313
H  -4.02658  -2.63354  2.62406
H  -2.27570  -2.58592  2.32367
H  -3.06020  -4.11414  2.76296
H  -5.55753  -3.83639  0.96549
H  -4.55585  -5.28415  0.99640
H  -4.87020  -4.46268  -0.54157
H  -1.27414  -3.89068  0.42936
H  -2.30056  -4.52224  -0.85675
H  -2.29892  -5.30376  0.74121
C  2.27012  2.69408  2.20307
C  1.57753  1.77928  3.19595
C  1.40664  2.26897  4.51480
C  0.84062  1.47223  5.45484
C  0.44544  0.15844  5.11404
C  -0.12215  -0.69674  6.08442
C  -0.46614  -1.97031  5.72561
C  -0.26153  -2.41552  4.41404
C  0.27893  -1.61581  3.41334
S  0.45835  -2.29292  1.82786
C  0.64819  -0.27002  3.77749
N  1.19981  0.57183  2.84370
H  2.10248  3.72638  2.53443
H  1.85486  2.61402  1.19609
H  3.92012  2.22237  1.28061
H  1.73196  3.27657  4.73877
H  0.68736  1.81813  6.47201
H  -0.26794  -0.32596  7.09253
H  -0.90041  -2.64716  6.45338
H  -0.53183  -3.42980  4.14715
Cl  6.95243  -4.77578  0.15160
C  5.46622  -3.90762  -0.18531
C  4.72200  -4.26047  -1.26928
C  3.53355  -3.57667  -1.56957
I  2.39579  -4.22749  -3.18690
C  3.06119  -2.51087  -0.80884
O  1.98983  -1.85821  -1.10059
C  3.84159  -2.19194  0.37008
N  3.34327  -1.22405  1.16980
C  3.99821  -0.86900  2.24194
C  5.21813  -1.46526  2.61266
C  5.73467  -2.46157  1.83889
C  5.04237  -2.86723  0.67696
H  5.04651  -5.07334  -1.90424
H  3.57673  -0.06598  2.83107
H  5.72765  -1.12074  3.50253
H  6.66685  -2.94646  2.09551
O  3.66320  2.44108  2.19930
Se  3.36826  2.39717  -1.23805
O  4.76722  2.81250  -0.47603
O  2.94934  0.99733  -0.19956
O  2.19088  3.46096  -0.76634

As for the strongest force on any atom: 0.008 Eh/bohr. The value obtained for the HOMO-LUMO gap is 5.916 eV. Its energy above the lowest of the compared OMol25 structures with the same formula, charge and spin is 0.0 kcal per mole. The calculation puts the highest occupied orbital energy at -2.22 eV. The total energy is -7357.9212 Eh. Its molar mass is 1308.24 u. The total charge is -2.

Mulliken atomic charge list, values in e, 2 entries:
1 Bi 1.80
2 C -1.93

Density functional theory data (ωB97M-V/def2-TZVPD) for a structure of composition C40H46CrFN7O6Si.

Geometry (Å):
Cr  0.15386  0.60871  -2.20464
C  1.66000  4.53741  -1.59816
Si  2.17581  2.84398  -1.02295
C  4.02310  2.74146  -0.62945
C  1.32082  2.52997  0.61250
N  1.75982  1.69086  -2.28775
C  2.26083  1.93969  -3.57946
C  3.37134  2.72998  -3.89763
C  3.75446  2.94728  -5.21493
C  3.04997  2.37717  -6.26140
C  1.93721  1.59213  -5.98428
C  1.57327  1.39941  -4.67194
O  0.41509  0.72642  -4.28078
C  -0.24935  -0.10364  -5.19585
C  -1.56392  0.19203  -5.48514
C  -2.25664  -0.63487  -6.35775
C  -1.62971  -1.73514  -6.92776
C  -0.30323  -2.01337  -6.62135
C  0.39676  -1.19390  -5.74677
H  1.89181  5.31018  -0.85772
H  0.57876  4.53285  -1.76808
H  2.13682  4.81570  -2.54068
H  4.16620  2.47452  0.42269
H  4.52483  3.70150  -0.79303
H  4.53251  1.98873  -1.23752
H  1.89118  3.04174  1.39548
H  1.27536  1.46659  0.85235
H  0.30503  2.94001  0.61931
H  3.94307  3.19080  -3.10392
H  4.60736  3.58224  -5.41904
H  3.34571  2.54940  -7.28739
H  1.35431  1.15726  -6.78492
H  -2.02782  1.04867  -5.01343
H  -3.28773  -0.40954  -6.59792
H  -2.17268  -2.37480  -7.61180
H  0.19410  -2.86565  -7.06794
H  1.43220  -1.39340  -5.49772
O  -2.40843  -2.42629  -1.95747
C  -1.49213  -1.67859  -2.23498
O  -1.55238  -0.40700  -2.48324
C  -0.08010  -2.22319  -2.35610
C  0.19867  -3.56981  -2.46892
C  1.50827  -3.95540  -2.71013
C  2.48685  -2.97727  -2.82037
C  2.12931  -1.65080  -2.67414
N  0.86660  -1.28366  -2.44849
H  -0.61662  -4.27405  -2.37905
H  1.76127  -5.00151  -2.82818
H  3.52086  -3.23647  -3.00613
H  2.85260  -0.84805  -2.74047
C  -5.69603  1.15390  2.57411
C  -4.43163  1.97665  2.78715
N  -3.30229  1.47895  1.99015
C  -3.04424  2.06119  0.79891
C  -2.05538  1.69324  -0.05975
C  -1.90475  2.54217  -1.31391
O  -2.68408  3.47192  -1.44591
O  -0.94640  2.24079  -2.11020
C  -1.20585  0.62087  0.30497
O  -0.21658  0.21313  -0.34071
C  -1.52662  -0.06537  1.55077
C  -0.78152  -1.18591  1.91922
C  -1.05700  -1.83186  3.08529
F  -0.37155  -2.95938  3.39307
C  -2.04474  -1.37667  3.96978
C  -2.78642  -0.27309  3.60062
C  -2.55912  0.38267  2.38328
N  -2.29453  -1.98509  5.22753
C  -3.62965  -2.48893  5.48974
C  -3.92513  -2.38923  6.97358
N  -2.88319  -3.19507  7.70891
C  -1.49415  -2.69569  7.39098
C  -1.27891  -2.78057  5.88929
H  -6.50813  1.54991  3.18554
H  -5.53898  0.10540  2.83504
H  -6.00162  1.19700  1.52826
H  -4.14144  1.99926  3.83660
H  -4.60071  3.00652  2.48442
H  -3.67233  2.89746  0.51309
H  0.00063  -1.54085  1.25687
H  -3.54221  0.08851  4.28495
H  -3.72882  -3.54117  5.17309
H  -4.37000  -1.91321  4.94158
H  -4.91004  -2.77647  7.22610
H  -3.83268  -1.36108  7.31517
H  -2.95379  -4.16950  7.40834
H  -3.05254  -3.17328  8.71372
H  -0.77489  -3.30090  7.93865
H  -1.43964  -1.66328  7.72861
H  -1.30354  -3.83518  5.57691
H  -0.28899  -2.39539  5.66796
C  4.31580  0.30563  2.93907
N  4.61046  0.07156  1.53311
C  5.99376  -0.17623  1.14741
C  3.62580  -0.28838  0.71699
N  2.74630  -0.53589  0.00308
H  4.95602  1.10580  3.30949
H  4.48824  -0.59037  3.54346
H  3.27780  0.61300  3.04254
H  6.61751  0.63734  1.51612
H  6.06747  -0.20582  0.06374
H  6.36502  -1.11935  1.55761

As for the strongest force on any atom: 0.032 Eh/bohr. The spin multiplicity is 2. The value obtained for the HOMO-LUMO gap (alpha / beta) is 5.424 / 5.399 eV. The calculation puts the highest occupied orbital energy (alpha / beta) at -8.74 / -8.71 eV. The total energy is -3820.3132 Eh. Its molar mass is 819.93 u. The total charge is +1.

Mulliken atomic charge list, values in e, 2 entries:
1 Cr -0.40
2 C -1.35

Density functional theory data (ωB97M-V/def2-TZVPD) for a structure of composition C40H46F5HfN3O5P2Te.

Geometry (Å):
Hf  -0.93580  -0.23971  -1.19697
C  -1.11657  4.42198  -0.60734
C  -1.34441  2.97596  -0.87815
N  -0.63079  2.01239  -0.42984
O  0.43386  2.25895  0.36540
C  -2.39146  2.50164  -1.82375
C  -2.98940  3.40617  -2.83082
N  -2.60887  1.24325  -1.72470
O  -3.32541  0.66401  -2.76720
H  -0.76149  4.58991  0.41125
H  -2.03953  4.98464  -0.72874
H  -0.38060  4.82839  -1.30735
H  0.62674  3.21252  0.38383
H  -2.22552  4.05811  -3.25559
H  -3.73587  4.04395  -2.34787
H  -3.47480  2.84273  -3.62163
C  -4.31526  -0.77360  -0.43394
O  -2.97914  -1.30489  -0.61310
C  -3.04131  -2.74321  -0.44809
C  -1.79074  -3.40998  -0.93619
O  -0.63282  -2.70016  -0.44280
C  0.44868  -3.63150  -0.26279
H  -4.76632  -1.25821  0.43057
H  -4.89852  -0.96914  -1.33133
H  -4.24226  0.29336  -0.25471
H  -3.88275  -3.12513  -1.02859
H  -3.20546  -2.93830  0.61199
H  -1.74522  -3.45539  -2.02130
H  -1.78703  -4.42788  -0.54133
H  0.63239  -4.18512  -1.18267
H  0.19169  -4.32459  0.53934
H  1.34513  -3.07932  -0.00814
C  2.64139  -0.68661  0.34392
N  1.97366  -0.08413  1.47916
C  0.93062  -0.90383  2.06951
P  -0.80824  -0.46186  1.56229
C  -1.28117  0.98110  2.58315
C  -2.33870  1.78629  2.16197
C  -2.81053  2.81984  2.95816
C  -2.22763  3.05822  4.19458
C  -1.19990  2.23849  4.63990
C  -0.73820  1.19830  3.84698
C  -1.81013  -1.74109  2.39656
C  -1.30939  -3.00243  2.70962
C  -2.12033  -3.94494  3.33037
C  -3.43534  -3.63785  3.64102
C  -3.93869  -2.37710  3.34243
C  -3.13130  -1.43483  2.72729
C  2.84246  0.56971  2.42443
C  2.46092  1.79662  2.95269
C  3.27561  2.44283  3.87206
C  4.48370  1.87638  4.25265
C  4.86989  0.65551  3.71817
C  4.05016  -0.00156  2.81127
P  1.75692  -0.40680  -1.26625
C  2.54893  -1.60840  -2.37315
C  3.94216  -1.57550  -2.47399
C  4.59824  -2.49319  -3.27577
C  3.87235  -3.43867  -3.99050
C  2.48856  -3.45899  -3.91285
C  1.82506  -2.54560  -3.10475
C  2.44725  1.17930  -1.84513
C  2.36774  1.46705  -3.20710
C  2.90608  2.64454  -3.70080
C  3.52170  3.54388  -2.83980
C  3.60217  3.26195  -1.48327
C  3.06610  2.08257  -0.98378
H  2.81773  -1.76500  0.44999
H  3.61842  -0.22126  0.22221
H  0.97808  -0.85142  3.15670
H  1.07425  -1.95529  1.80868
H  -2.83232  1.58198  1.21781
H  -3.64300  3.42530  2.62285
H  -2.58818  3.86304  4.82078
H  -0.76112  2.40030  5.61536
H  0.04632  0.56378  4.23599
H  -0.28629  -3.26923  2.48442
H  -1.71773  -4.91806  3.57839
H  -4.06370  -4.37050  4.12887
H  -4.95795  -2.12410  3.60316
H  -3.52829  -0.44775  2.52468
H  1.52245  2.23727  2.64319
H  2.97185  3.39687  4.28286
H  5.12403  2.38428  4.96056
H  5.80828  0.20535  4.01264
H  4.35389  -0.96221  2.41224
H  4.51341  -0.82242  -1.94379
H  5.67641  -2.46164  -3.35514
H  4.38860  -4.15052  -4.62029
H  1.92425  -4.17770  -4.49210
H  0.74463  -2.53929  -3.07901
H  1.89271  0.77089  -3.88682
H  2.85500  2.85283  -4.76098
H  3.94873  4.45904  -3.22776
H  4.09897  3.95098  -0.81257
H  3.13717  1.87743  0.07781
F  -3.58625  -1.94783  -3.30011
Te  -2.39516  -0.65365  -3.94177
F  -1.57114  0.65340  -4.95096
F  -3.86222  -0.23106  -4.99570
F  -1.86688  -1.83711  -5.24610
F  -0.43390  0.91355  -2.74241
O  -1.15429  -1.40129  -2.78212

As for the strongest force on any atom: 0.062 Eh/bohr. The value obtained for the HOMO-LUMO gap is 6.730 eV. Its energy above the lowest of the compared OMol25 structures with the same formula, charge and spin is 0.0 kcal per mole. The calculation puts the highest occupied orbital energy at -13.37 eV. The total energy is -3589.9231 Eh. Its molar mass is 1111.85 u. The total charge is +2.

Mulliken atomic charge list, values in e, 2 entries:
1 Hf 1.12
2 C -2.15